No. 1
Below is 2 unconnected molecules or ions with the total composition C2H5N2O2, with properties calculated with ωB97M-V with the def2-TZVPD basis set.

The geometry in XYZ format:
```
11
C2H5N2O2, DFT ωB97M-V with the def2-TZVPD basis set
N -0.66388 -0.53601 -0.37589
C -1.34782 -0.92785 0.72926
N -2.69311 -0.82438 0.60360
H -1.07807 -0.82662 -1.29041
H 0.33240 -0.17709 -0.34993
H -0.76880 -1.36689 1.56904
H -3.10065 -0.67703 -0.41825
O 3.11531 0.43088 0.17319
C 2.35810 1.40284 -0.08561
O 1.14643 1.39829 0.33254
H 2.70009 2.10385 -0.88754
```

Summary:
energy above the lowest of the compared OMol25 structures with the same formula, charge and spin: 1.785 eV
total charge: -1
E_HOMO: -4.25 eV
Kohn-Sham gap: 8.59 eV

No. 2
Below is a molecular structure, C2H5N2O2, with properties calculated with ωB97M-V with the def2-TZVPD basis set.

The geometry in XYZ format:
```
11
C2H5N2O2, DFT ωB97M-V with the def2-TZVPD basis set
C 0.59629 -1.07366 0.00191
C 1.00976 0.44716 -0.05072
N -0.75757 -0.61082 -0.02636
N -0.42154 0.60477 0.19766
O -1.91091 -1.05866 0.03656
O -1.19759 1.67677 -0.03013
H 0.88931 -1.86561 -0.74215
H 0.90576 -1.28836 1.03182
H 1.67578 0.96242 0.52921
H 1.30478 0.69481 -1.09708
H -2.09407 1.51117 0.14928
```

Summary:
energy above the lowest of the compared OMol25 structures with the same formula, charge and spin: 5.136 eV
total charge: +1
E_HOMO: -16.14 eV
Kohn-Sham gap: 9.75 eV

No. 3
Below is a molecular structure, C2H5N2O3, with properties calculated with ωB97M-V with the def2-TZVPD basis set.

The geometry in XYZ format:
```
12
C2H5N2O3, DFT ωB97M-V with the def2-TZVPD basis set
C 1.10760 -0.94018 0.88587
C 0.49435 1.03353 0.07182
N -0.37621 -0.09198 -1.22295
N -1.64739 0.06290 -1.17463
O -2.33838 -0.64405 -1.93497
O -2.24061 0.87711 -0.38861
O 1.61873 0.28439 0.43839
H 0.52827 -0.87515 1.84762
H 1.94407 -1.59487 1.09093
H 0.34128 -1.19035 0.21302
H -0.16570 1.41706 0.94985
H 0.73399 1.66161 -0.77635
```

Summary:
energy above the lowest of the compared OMol25 structures with the same formula, charge and spin: 8.124 eV
total charge: -1
E_HOMO: -3.83 eV
Kohn-Sham gap: 7.79 eV

No. 4
Below is a gas-phase ion, C2H5N2O4 (charge +1), with properties calculated with ωB97M-V with the def2-TZVPD basis set.

The geometry in XYZ format:
```
13
C2H5N2O4, DFT ωB97M-V with the def2-TZVPD basis set
C 0.79734 -0.88021 0.57470
C 0.75283 0.16963 -0.33182
N -0.52831 0.92294 -0.46200
O -0.71007 1.85228 -1.49114
O -2.04945 2.11129 -1.59298
N 2.01319 0.61262 -1.01247
O 2.58138 -0.32615 -1.50163
O 2.30012 1.78040 -0.99465
H 1.39283 -1.63380 0.08172
H -0.03736 -1.18288 1.03674
H 1.46137 -0.65001 1.41346
H -1.43158 0.28489 -0.30805
H -2.00110 2.99715 -1.78247
```

Summary:
total charge: +1
E_HOMO (alpha / beta): -15.44 / -15.44 eV
Kohn-Sham gap (alpha / beta): 8.40 / 8.40 eV
SMILES: C/C(=[NH+]/OO)[N+](=O)[O-]

No. 5
Below is 2 unconnected molecules or ions with the total composition C2H5N2OP, with properties calculated with ωB97M-V with the def2-TZVPD basis set.

The geometry in XYZ format:
```
11
C2H5N2OP, DFT ωB97M-V with the def2-TZVPD basis set
H 1.74702 -0.50500 -3.07449
N 2.01888 -0.27677 -1.99807
N 3.24221 -0.10190 -1.91342
H 3.40733 -0.07448 -0.88847
H -0.95317 -1.52328 -0.90819
P -1.03301 -0.21013 -0.31756
C -1.30435 -0.28154 1.39800
C -1.81208 1.02735 1.76478
O -1.64092 2.09133 1.18403
H -1.38897 -1.25807 1.95759
H -2.28293 1.11249 2.79579
```

Summary:
energy above the lowest of the compared OMol25 structures with the same formula, charge and spin: 4.253 eV
E_HOMO: -9.48 eV
Kohn-Sham gap: 8.40 eV
SMILES: [H]/N=N/[H].[H]/P=C/C=O

No. 6
Below is C2H5N2P in the gas phase, with properties calculated with ωB97M-V with the def2-TZVPD basis set.

The geometry in XYZ format:
```
10
C2H5N2P, DFT ωB97M-V with the def2-TZVPD basis set
H 1.38092 -2.80563 1.26771
N 1.48364 -1.85581 0.98417
C 0.55900 -1.41686 0.21107
C 0.48139 0.03786 -0.19237
N -0.61757 0.50244 -0.45479
P -1.19002 2.01462 -0.91852
H -0.38024 -1.80576 -0.29119
H 1.45659 0.59329 -0.27308
H -2.47206 1.75544 -0.40118
H -0.70164 2.98039 0.06818
```

Summary:
energy above the lowest of the compared OMol25 structures with the same formula, charge and spin: 1.239 eV
E_HOMO: -9.04 eV
Kohn-Sham gap: 9.33 eV
SMILES: [H]/N=C/C=N/P

No. 7
Below is C2H5N2P in the gas phase, with properties calculated with ωB97M-V with the def2-TZVPD basis set.

The geometry in XYZ format:
```
10
C2H5N2P, DFT ωB97M-V with the def2-TZVPD basis set
C -0.40450 1.36995 0.05746
N 0.81314 1.00716 0.08405
C 0.98052 -0.36872 0.14856
N -0.35306 -1.17563 0.05381
P -1.66512 -0.13538 0.03893
H -0.87234 2.24988 -0.19795
H 1.67915 -0.64811 -0.69933
H 1.67397 -0.69495 0.96143
H -0.36471 -1.88759 0.77245
H -1.48704 0.28340 -1.21943
```

Summary:
energy above the lowest of the compared OMol25 structures with the same formula, charge and spin: 1.062 eV
E_HOMO: -8.82 eV
Kohn-Sham gap: 9.86 eV
SMILES: C1=NCNP1

No. 8
Below is C2H5N2PS in the gas phase, with properties calculated with ωB97M-V with the def2-TZVPD basis set.

The geometry in XYZ format:
```
11
C2H5N2PS, DFT ωB97M-V with the def2-TZVPD basis set
S 0.45484 -2.07137 -1.73021
C 0.30091 -0.82662 -0.64598
C -0.98758 -0.05871 -0.34571
N -0.64378 1.18288 0.40034
P 0.81326 1.01177 1.21289
N 1.33522 -0.19663 0.11460
H -1.60647 0.18979 -1.28151
H -1.79571 -0.65486 0.29334
H -0.69428 1.95619 -0.22446
H 0.43890 -0.03843 2.16965
H 2.38467 -0.49402 0.03704
```

Summary:
energy above the lowest of the compared OMol25 structures with the same formula, charge and spin: 0.136 eV
E_HOMO: -8.53 eV
Kohn-Sham gap: 8.82 eV
SMILES: S=C1CNPN1